No. 1
Formula: C7H7F3NO4
Source: the OMol25 dataset
Level of theory: ωB97M-V with the def2-TZVPD basis set

Geometry as XYZ:
```
22
Properties=species:S:1:pos:R:3:lowdin_charge:R:1
C -0.3334 0.0943 1.1170 -0.006
C -1.6895 0.3631 0.9910 -0.582
C 0.7830 0.5797 1.5378 -0.383
C 0.9052 0.3151 -2.5783 -0.483
C -2.2171 0.6746 -0.3569 -0.042
C 2.1439 -0.0992 1.6001 -0.066
C 0.2379 -1.4848 -1.2061 -0.436
N -0.8468 -1.7429 -1.8262 0.153
O 1.1280 -0.5876 -1.6654 0.194
O 0.8616 1.8614 2.2622 -0.071
O -0.0972 0.5824 -3.2206 0.151
O -2.4496 0.2588 1.9791 -0.075
F 0.8050 -2.2815 -0.3422 0.172
F -1.4641 -2.8440 -1.2679 -0.049
F 2.0772 0.9515 -2.9292 0.107
H -1.4647 0.8913 -1.0432 0.028
H -2.8845 1.5272 -0.0309 0.107
H -2.8218 -0.1186 -0.6897 0.057
H 2.9468 0.5807 1.4021 0.054
H 2.0438 -0.8658 0.8599 0.026
H 2.2597 -0.5890 2.6125 0.089
H 0.0766 1.9331 2.7947 0.056
```

Summary:
Gap between HOMO and LUMO, eV: 6.5
E_tot, hartree: -926.13428
Energy above the lowest of the compared OMol25 structures with the same formula, charge and spin, kJ/mol: 454.1
Max |F|, eV/A: 4.9
Total charge: -1
HOMO, eV: -3.269
2S+1: 1

---

No. 2
Formula: C28H57MgN5O10S4
Source: the OMol25 dataset
Level of theory: ωB97M-V with the def2-TZVPD basis set

Geometry as XYZ:
```
105
Properties=species:S:1:pos:R:3:lowdin_charge:R:1
Mg -46.7275 -3.5675 -22.3336 0.280
C -48.8592 -3.7766 -21.9476 -0.842
O -48.4884 -3.9255 -23.1159 -0.084
O -48.2915 -2.7584 -21.5499 -0.120
O -48.0919 -4.5414 -21.3984 -0.099
C -50.5563 -6.6162 -22.8441 -0.055
C -52.0318 -6.6725 -23.0381 -0.281
N -53.1498 -6.6602 -23.1846 0.134
H -50.1824 -7.6240 -22.6636 0.050
H -50.4149 -5.9085 -22.0273 0.032
H -50.1718 -6.2003 -23.7754 0.053
C -42.6359 -5.8203 -21.2549 -0.075
C -41.6661 -6.5955 -20.5223 -0.283
N -40.8738 -7.1690 -19.9302 0.131
H -42.3754 -5.5330 -22.2736 0.091
H -42.8135 -4.8572 -20.7762 0.069
H -43.6394 -6.2449 -21.2264 0.071
C -49.7720 -1.2746 -18.9357 -0.077
C -51.0381 -1.0164 -18.2754 -0.302
N -52.0171 -0.7895 -17.7695 0.147
H -49.8441 -1.5104 -19.9975 0.054
H -49.3974 -2.1828 -18.4635 0.074
H -49.1246 -0.4135 -18.7704 0.074
C -50.0300 -4.2265 -26.3868 -0.064
C -51.1664 -3.2816 -26.2611 -0.254
N -52.0305 -2.5302 -26.1911 0.139
H -49.1409 -3.7609 -26.8121 0.071
H -50.2422 -5.1320 -26.9553 0.070
H -49.7902 -4.5706 -25.3807 0.040
C -47.6095 -7.8333 -19.3158 -0.048
C -48.4964 -8.5915 -20.2541 -0.249
N -49.1969 -9.2296 -20.9482 0.132
H -47.9828 -8.1150 -18.3312 0.068
H -47.8600 -6.7868 -19.4892 0.067
H -46.5448 -8.0206 -19.4557 0.079
C -47.5908 -9.1682 -26.8317 -0.251
S -49.1046 -8.9248 -25.7922 0.818
O -49.7733 -7.6332 -26.1867 -0.560
C -50.1266 -10.2419 -26.5114 -0.254
H -46.7117 -8.6217 -26.4903 0.022
H -47.8667 -8.7585 -27.8034 0.056
H -47.3488 -10.2095 -27.0444 0.055
H -51.1786 -9.9829 -26.3917 0.058
H -49.9439 -11.2023 -26.0295 0.054
H -50.0099 -10.3507 -27.5897 0.055
C -47.3617 0.2708 -23.0450 -0.266
S -46.3673 -0.8362 -24.0800 0.995
O -46.1060 -2.1650 -23.3351 -0.536
C -47.7340 -1.1979 -25.2779 -0.208
H -47.7996 1.1161 -23.5758 0.067
H -46.7536 0.5190 -22.1751 0.035
H -48.2347 -0.2589 -22.6636 0.053
H -48.6374 -1.5443 -24.7761 0.056
H -47.3277 -2.0105 -25.8802 0.044
H -47.9691 -0.3379 -25.9051 0.061
C -46.5371 -3.4876 -18.5859 -0.216
S -45.1962 -2.8464 -19.7035 0.989
O -45.3548 -3.3974 -21.1203 -0.542
C -45.8886 -1.1247 -19.7904 -0.210
H -46.3233 -4.5352 -18.3740 0.049
H -47.5309 -3.4421 -19.0311 0.031
H -46.7801 -2.9368 -17.6772 0.063
H -46.9090 -1.1479 -20.1728 0.038
H -45.2404 -0.5862 -20.4817 0.050
H -45.8793 -0.7036 -18.7850 0.060
C -46.8812 -5.9174 -25.3930 -0.215
S -45.5957 -6.1244 -24.0882 0.991
O -45.6756 -4.7149 -23.4090 -0.553
C -46.5588 -7.3375 -23.0696 -0.211
H -46.5491 -5.0394 -25.9469 0.057
H -47.8376 -5.6493 -24.9439 0.038
H -47.0057 -6.7013 -26.1400 0.023
H -46.0595 -7.6782 -22.1626 0.046
H -46.7938 -8.2183 -23.6671 0.042
H -47.5079 -6.8519 -22.8425 0.043
C -51.4787 -8.3018 -17.7911 -0.025
C -50.6578 -7.0612 -17.9173 -0.521
O -49.7052 -6.9343 -17.2015 0.056
C -51.0817 -6.0963 -18.9912 -0.011
H -50.9520 -9.1590 -17.3719 0.086
H -51.7383 -8.5489 -18.8205 0.080
H -52.3840 -8.1857 -17.1953 0.093
H -50.4856 -6.0957 -19.9037 0.065
H -51.0221 -5.1237 -18.5027 0.090
H -52.1139 -6.3265 -19.2553 0.087
C -49.1719 2.3114 -20.7639 -0.013
C -49.1034 3.5414 -19.8102 -0.439
O -49.7689 3.4926 -18.7618 0.044
C -48.2995 4.7272 -20.2919 -0.025
H -50.0549 2.5206 -21.3677 0.094
H -49.3347 1.3582 -20.2610 0.058
H -48.2989 2.1410 -21.3939 0.040
H -47.3931 4.4123 -20.8089 0.076
H -48.0732 5.4326 -19.4923 0.086
H -48.8995 5.2283 -21.0514 0.090
C -51.9665 -2.0080 -22.8624 -0.024
C -52.9440 -2.6743 -21.8939 -0.466
O -54.1334 -2.4444 -21.9861 0.074
C -52.3684 -3.5533 -20.8178 -0.014
H -51.3250 -2.7041 -23.4027 0.054
H -51.3108 -1.2829 -22.3803 0.070
H -52.5322 -1.4405 -23.6014 0.069
H -53.2155 -3.9949 -20.2929 0.093
H -51.7017 -2.9934 -20.1621 0.064
H -51.8503 -4.3913 -21.2842 0.051
```

Summary:
Gap between HOMO and LUMO, eV: 6.4
E_tot, hartree: -3919.76088
Max |F|, eV/A: 19.3
Total charge: 0
HOMO, eV: -6.587
2S+1: 1

---

No. 3
Formula: C51H100FN15O13
Source: the OMol25 dataset
Level of theory: ωB97M-V with the def2-TZVPD basis set

Geometry as XYZ:
```
180
Properties=species:S:1:pos:R:3:lowdin_charge:R:1
C -0.8420 1.3262 -1.8038 0.141
C -0.6349 0.7754 -2.8434 -0.053
C -0.6044 -0.1745 -3.9075 -0.277
C -1.7162 -0.2074 -4.7908 -0.039
N -1.8330 -1.0481 -5.7836 0.172
C -0.7720 -1.8982 -5.9122 -0.175
C -0.7949 -2.8676 -6.9541 -0.234
N -1.9371 -2.9694 -7.8150 0.000
C -3.1484 -3.5009 -7.1532 -0.225
C -2.8727 -4.7052 -6.2628 -0.218
C -2.6238 -4.3646 -4.7729 -0.090
C 0.2553 -3.7080 -7.1387 0.031
C 1.3938 -3.6753 -6.2949 -0.101
C 2.4736 -4.6929 -6.5812 -0.173
O 3.7319 -4.3990 -6.0246 -0.171
C 4.1296 -5.3474 -5.0525 -0.102
C 1.4027 -2.7582 -5.2925 -0.161
F 2.4429 -2.6701 -4.4494 0.093
C 0.3404 -1.8490 -5.0728 -0.149
N 0.4356 -0.9714 -4.0329 0.210
H -1.0424 1.8324 -0.8976 0.035
H -2.5124 0.5107 -4.6314 0.096
H -2.1264 -2.0596 -8.2136 0.111
H -3.8136 -3.8384 -7.9492 0.104
H -3.6657 -2.6883 -6.6379 0.101
H -3.7606 -5.3329 -6.2982 0.099
H -2.0204 -5.2610 -6.6430 0.099
H -3.1331 -5.0381 -4.0959 0.038
H -1.5545 -4.5141 -4.5941 0.070
H -2.8093 -3.3198 -4.5379 0.067
H 0.1895 -4.4078 -7.9595 0.130
H 2.0977 -5.6615 -6.2358 0.130
H 2.5855 -4.7920 -7.6637 0.132
H 5.1683 -5.1458 -4.8071 0.089
H 4.0583 -6.3640 -5.4456 0.086
H 3.5244 -5.2569 -4.1468 0.090
C 2.0377 3.5471 -6.7748 -0.358
O 2.0617 4.3981 -7.6467 0.001
N 2.2118 2.2293 -6.9747 -0.190
C 2.1563 1.2795 -5.8787 -0.042
C 2.4574 1.7486 -8.3228 -0.040
H 1.8634 3.8015 -5.7143 0.126
H 3.1069 0.7477 -5.8006 0.097
H 1.3593 0.5576 -6.0638 0.074
H 1.9591 1.7912 -4.9384 0.078
H 3.3621 2.2088 -8.7220 0.091
H 1.6230 2.0194 -8.9710 0.092
H 2.5736 0.6676 -8.3109 0.084
C 2.5666 6.3257 -2.7758 -0.351
O 1.8984 5.3167 -2.9511 -0.023
N 2.9179 7.1872 -3.7368 -0.186
C 3.7331 8.3630 -3.4734 -0.053
C 2.4680 6.9258 -5.0954 -0.026
H 2.9588 6.6005 -1.7817 0.136
H 3.1910 9.2581 -3.7499 0.058
H 4.6538 8.3032 -4.0606 0.090
H 3.9899 8.4141 -2.4166 0.088
H 1.3785 6.9051 -5.1225 0.098
H 2.8365 5.9519 -5.4141 0.072
H 2.8354 7.6962 -5.7672 0.092
C 5.3456 2.5664 -1.6937 -0.365
O 6.4271 2.1075 -1.3653 -0.006
N 4.1582 2.1491 -1.2302 -0.186
C 2.9029 2.7455 -1.6657 -0.046
C 4.1303 1.0673 -0.2635 -0.039
H 5.2569 3.3910 -2.4229 0.132
H 2.3769 3.1636 -0.8062 0.095
H 2.2750 1.9814 -2.1267 0.080
H 3.0855 3.5349 -2.3836 0.046
H 4.6950 1.3512 0.6272 0.087
H 4.5940 0.1758 -0.6912 0.093
H 3.1011 0.8523 0.0077 0.066
C 0.2810 0.1821 1.5251 -0.330
O 0.2959 0.9472 0.5652 -0.052
N 0.4203 -1.1385 1.4217 -0.166
C 0.4123 -2.0288 2.5713 -0.039
C 0.5876 -1.7144 0.0938 -0.025
H 0.1564 0.5348 2.5625 0.128
H 1.3587 -2.5669 2.6132 0.082
H -0.4060 -2.7401 2.4627 0.067
H 0.2842 -1.4709 3.4962 0.078
H 1.4759 -1.3000 -0.3843 0.087
H -0.2757 -1.4713 -0.5268 0.085
H 0.6856 -2.7936 0.1767 0.087
C -3.4252 3.2247 -3.5679 -0.347
O -3.7741 2.3445 -4.3348 -0.001
N -4.2627 3.9722 -2.8280 -0.196
C -3.7815 5.0059 -1.9332 -0.056
C -5.6920 3.7312 -2.9337 -0.041
H -2.3646 3.4823 -3.4175 0.130
H -4.0903 4.7848 -0.9092 0.088
H -4.1930 5.9738 -2.2267 0.089
H -2.6953 5.0590 -1.9706 0.085
H -5.9160 2.7014 -2.6533 0.092
H -6.0184 3.8828 -3.9629 0.092
H -6.2286 4.4120 -2.2777 0.084
C -2.3468 -4.3902 0.2606 -0.349
O -2.0211 -4.0420 1.3830 0.000
N -3.3063 -5.2793 -0.0350 -0.188
C -3.6174 -5.6106 -1.4117 -0.058
C -4.0415 -5.9186 1.0494 -0.043
H -1.8518 -3.9804 -0.6384 0.130
H -4.6614 -5.3702 -1.6247 0.096
H -3.4519 -6.6766 -1.5843 0.095
H -2.9813 -5.0380 -2.0784 0.049
H -4.5435 -5.1660 1.6513 0.080
H -3.3489 -6.4629 1.6894 0.095
H -4.7775 -6.6063 0.6439 0.090
C 4.6666 11.5727 -4.4648 -0.345
O 3.5521 11.3131 -4.0490 -0.002
N 5.3380 12.7062 -4.2016 -0.198
C 6.6662 12.9571 -4.7269 -0.056
C 4.7056 13.7106 -3.3616 -0.038
H 5.2286 10.8751 -5.1094 0.136
H 7.3704 13.0993 -3.9050 0.090
H 6.6572 13.8559 -5.3461 0.090
H 6.9964 12.1157 -5.3321 0.083
H 4.4790 13.2860 -2.3833 0.093
H 3.7704 14.0380 -3.8162 0.093
H 5.3709 14.5618 -3.2437 0.086
C 3.2694 -2.2748 4.7525 -0.369
O 2.1708 -2.4799 5.2393 -0.004
N 3.9489 -1.1216 4.8513 -0.188
C 5.2591 -0.9413 4.2573 -0.053
C 3.3353 -0.0177 5.5771 -0.040
H 3.8047 -3.0448 4.1695 0.134
H 5.9886 -0.6982 5.0328 0.087
H 5.2297 -0.1269 3.5311 0.087
H 5.5729 -1.8523 3.7518 0.082
H 3.1373 -0.3249 6.6062 0.083
H 2.3937 0.2424 5.1103 0.058
H 3.9924 0.8479 5.5727 0.092
C 0.1404 2.4743 4.9566 -0.349
O 1.2226 2.0644 5.3374 -0.006
N -1.0399 2.1056 5.4818 -0.194
C -2.3009 2.6222 4.9870 -0.056
C -1.0441 1.1545 6.5830 -0.030
H 0.0437 3.1938 4.1266 0.137
H -2.8285 3.1444 5.7875 0.089
H -2.9239 1.8007 4.6279 0.090
H -2.1270 3.3166 4.1678 0.083
H -0.4778 1.5585 7.4228 0.091
H -0.5725 0.2219 6.2705 0.093
H -2.0668 0.9585 6.8944 0.086
C -5.2205 -5.7976 4.4115 -0.353
O -5.5278 -6.5921 3.5379 -0.010
N -6.0854 -5.1877 5.2347 -0.184
C -5.6519 -4.2547 6.2542 -0.056
C -7.5034 -5.4751 5.1028 -0.055
H -4.1707 -5.5107 4.5958 0.138
H -5.9521 -4.6217 7.2371 0.079
H -6.1098 -3.2780 6.0823 0.088
H -4.5691 -4.1461 6.2292 0.083
H -7.6729 -6.5370 5.2564 0.069
H -7.8425 -5.2095 4.0992 0.091
H -8.0632 -4.9107 5.8414 0.085
C 4.2365 1.0041 11.6703 -0.362
O 3.5713 1.8280 12.2658 0.012
N 4.2269 0.8286 10.3346 -0.200
C 5.0439 -0.1738 9.6806 -0.060
C 3.3656 1.6757 9.5262 -0.035
H 4.9213 0.3134 12.1924 0.131
H 5.7257 0.3045 8.9739 0.088
H 4.4082 -0.8776 9.1386 0.086
H 5.6277 -0.7219 10.4171 0.081
H 3.6383 2.7215 9.6699 0.094
H 2.3285 1.5433 9.8357 0.093
H 3.4686 1.4135 8.4762 0.071
C -7.5087 -7.7162 8.5508 -0.336
O -7.5392 -6.8524 7.6927 0.004
N -7.3202 -9.0231 8.3053 -0.195
C -7.2913 -10.0130 9.3641 -0.057
C -7.1394 -9.4514 6.9262 -0.032
H -7.6354 -7.4867 9.6221 0.134
H -6.3272 -10.5249 9.3680 0.090
H -8.0829 -10.7483 9.2075 0.090
H -7.4405 -9.5351 10.3299 0.082
H -6.2692 -8.9561 6.4940 0.095
H -8.0146 -9.1785 6.3359 0.093
H -6.9992 -10.5285 6.8918 0.086
```

Summary:
Gap between HOMO and LUMO, eV: 8.3
E_tot, hartree: -3902.52756
Energy above the lowest of the compared OMol25 structures with the same formula, charge and spin, kJ/mol: 0.0
Max |F|, eV/A: 1.4
Total charge: 0
HOMO, eV: -8.533
2S+1: 1

---

No. 4
Formula: C6H9NPtS
Source: the OMol25 dataset
Level of theory: ωB97M-V with the def2-TZVPD basis set

Geometry as XYZ:
```
18
Properties=species:S:1:pos:R:3:lowdin_charge:R:1
Pt 0.1687 0.6070 0.0689 0.628
C 0.2172 -0.3800 -1.9836 -0.253
H 1.2997 -0.5084 -1.8350 0.072
H 0.0245 -1.4242 -2.0966 0.036
H 0.3697 0.2154 -2.8569 0.041
H -0.7352 0.0207 -2.1482 0.041
H -1.4006 0.5282 0.6108 -0.049
S 0.0524 2.6209 1.2783 0.509
C 0.0440 1.5076 2.5812 -0.818
C -0.0776 1.6014 3.9690 -0.069
C -0.1067 0.4243 4.7574 -0.071
C -0.0361 -0.8309 4.1648 -0.088
C 0.0964 -0.9069 2.7748 -0.114
N 0.1792 0.2498 2.0492 -0.279
H -0.2054 2.6132 4.2785 0.094
H -0.2314 0.5564 5.8325 0.105
H -0.0810 -1.7705 4.7650 0.113
H 0.1636 -1.8140 2.1976 0.103
```

Summary:
Gap between HOMO and LUMO (alpha / beta), eV: 6.1 / 7.3
E_tot, hartree: -806.07253
Max |F|, eV/A: 3.3
Expectation value of S²: 2.007
Total charge: 0
HOMO (alpha / beta), eV: -5.823 / -7.603
2S+1: 3